No. 1
Below is a 16-piece molecular cluster, C74H105N12O20 overall, with properties calculated with ωB97M-V/def2-TZVPD.

## Properties
**Charge**: -1
**M**: 1482.7 g/mol

Geometry as XYZ:
```
211
C74H105N12O20 ωB97M-V/def2-TZVPD
C -4.285 4.904 -2.239
N -4.157 4.028 -3.450
C -5.085 4.161 -4.451
C -5.056 3.296 -5.553
C -4.063 2.270 -5.604
C -3.251 2.075 -4.511
C -3.298 2.953 -3.442
C -3.883 1.382 -6.816
C -5.005 1.162 -7.668
C -4.812 0.472 -8.870
N -3.585 0.058 -9.199
C -2.548 0.101 -8.352
C -2.638 0.758 -7.157
C -3.415 -0.387 -10.578
H -3.371 5.476 -2.081
H -4.449 4.206 -1.417
H -5.038 5.691 -2.295
H -5.794 4.971 -4.356
H -5.671 3.453 -6.427
H -2.609 1.209 -4.446
H -2.660 2.962 -2.571
H -5.990 1.548 -7.452
H -5.582 0.229 -9.588
H -1.680 -0.356 -8.804
H -1.836 0.855 -6.439
H -2.407 -0.178 -10.938
H -4.137 0.026 -11.281
H -3.443 -1.470 -10.458
C 4.403 -10.684 7.965
N 4.040 -9.596 6.942
C 3.994 -9.939 5.612
C 3.538 -9.012 4.695
C 3.211 -7.748 5.018
C 3.456 -7.356 6.357
C 3.806 -8.316 7.303
C 2.516 -6.822 4.052
C 3.117 -5.582 3.865
C 2.650 -4.710 2.909
N 1.570 -5.099 2.176
C 1.000 -6.334 2.283
C 1.432 -7.244 3.302
C 0.954 -4.158 1.301
H 5.074 -11.333 7.403
H 3.487 -11.062 8.420
H 4.970 -10.172 8.743
H 4.195 -10.984 5.427
H 3.331 -9.255 3.663
H 3.291 -6.324 6.629
H 3.699 -8.068 8.349
H 4.035 -5.425 4.413
H 2.971 -3.699 2.705
H 0.133 -6.533 1.669
H 1.100 -8.271 3.348
H -0.109 -4.181 1.540
H 1.091 -4.470 0.266
H 1.356 -3.163 1.494
C 4.276 2.369 2.442
N 3.299 1.623 1.569
C 3.063 0.364 1.794
C 1.975 -0.278 1.207
C 1.148 0.349 0.303
C 1.381 1.695 0.176
C 2.415 2.339 0.808
C 0.018 -0.444 -0.355
C -0.747 -1.326 0.368
C -1.861 -1.913 -0.250
N -2.215 -1.648 -1.508
C -1.593 -0.707 -2.192
C -0.442 -0.116 -1.633
C -3.375 -2.256 -2.143
H 3.759 3.161 2.985
H 4.992 2.631 1.663
H 4.693 1.805 3.275
H 3.611 -0.120 2.590
H 1.799 -1.315 1.454
H 0.714 2.330 -0.388
H 2.651 3.376 0.619
H -0.463 -1.467 1.400
H -2.473 -2.524 0.398
H -1.886 -0.508 -3.212
H 0.239 0.430 -2.269
H -3.672 -3.191 -1.669
H -3.090 -2.513 -3.163
H -4.156 -1.500 -2.063
C 0.704 -5.262 -3.478
C -0.072 -3.975 -3.182
N 0.464 -2.866 -4.082
C 1.352 -1.966 -3.590
C 1.660 -1.067 -4.574
N 0.938 -1.460 -5.744
C 0.163 -2.567 -5.389
C 0.996 -0.780 -7.029
H 1.707 -5.200 -3.057
H 0.696 -5.479 -4.546
H 0.220 -6.111 -2.995
H 0.065 -3.694 -2.138
H -1.142 -4.106 -3.345
H 1.583 -1.989 -2.535
H 2.352 -0.241 -4.641
H -0.603 -3.043 -5.984
H 0.972 -1.507 -7.841
H 1.888 -0.154 -7.052
H 0.146 -0.100 -6.974
C -5.243 4.281 2.008
C -5.284 2.782 1.942
N -4.434 2.160 2.985
C -4.534 2.276 4.339
C -3.549 1.482 4.911
N -2.788 0.926 3.899
C -3.321 1.416 2.724
C -1.616 0.069 3.966
H -4.207 4.610 1.925
H -5.727 4.666 2.906
H -5.882 4.722 1.244
H -4.774 2.426 1.047
H -6.281 2.343 1.990
H -5.331 2.884 4.741
H -3.276 1.403 5.953
H -2.993 1.212 1.716
H -1.585 -0.418 4.941
H -0.876 0.848 3.784
H -1.680 -0.690 3.187
C 2.285 10.319 2.836
C 2.243 9.443 4.120
N 3.468 8.712 4.267
C 4.773 9.158 4.374
C 5.626 8.095 4.414
N 4.880 6.932 4.130
C 3.540 7.338 4.113
C 5.364 5.543 4.092
H 2.520 9.753 1.934
H 3.045 11.100 2.870
H 1.293 10.752 2.703
H 1.364 8.800 4.095
H 2.033 10.138 4.933
H 4.983 10.210 4.499
H 6.687 8.036 4.606
H 2.675 6.729 3.896
H 4.534 4.838 4.133
H 6.026 5.421 4.949
H 5.896 5.266 3.182
C 4.413 -4.054 -2.303
C 3.707 -4.021 -0.964
O 2.944 -3.073 -0.619
O 4.192 -4.846 -0.159
H 5.362 -4.589 -2.283
H 4.631 -3.003 -2.494
H 3.789 -4.417 -3.120
C -4.649 -2.991 -5.778
C -3.306 -2.484 -6.291
O -2.900 -3.017 -7.321
O -2.800 -1.661 -5.465
H -5.321 -3.409 -6.528
H -5.195 -2.174 -5.305
H -4.423 -3.762 -5.042
C 0.942 3.041 5.112
C 1.765 4.175 5.839
O 2.574 3.868 6.697
O 1.425 5.341 5.520
H 0.614 2.270 5.809
H 1.530 2.452 4.407
H 0.087 3.317 4.495
C 1.602 5.726 -0.476
C 2.354 6.325 0.708
O 2.125 7.512 0.952
O 3.137 5.648 1.331
H 0.771 5.122 -0.110
H 2.195 5.071 -1.113
H 1.286 6.437 -1.239
C 4.188 0.608 -1.812
C 5.576 1.226 -1.640
O 5.895 1.930 -0.675
O 6.462 0.958 -2.488
H 3.479 1.230 -1.266
H 4.065 -0.412 -1.447
H 3.885 0.731 -2.852
C 0.783 3.750 -3.434
C 0.932 2.493 -4.351
O -0.032 1.822 -4.755
O 2.110 2.152 -4.554
H 1.186 3.486 -2.456
H -0.266 3.971 -3.236
H 1.273 4.662 -3.775
C 0.796 -2.309 5.873
C 1.229 -1.954 4.538
O 0.520 -2.189 3.533
O 2.373 -1.472 4.395
H 1.616 -2.246 6.588
H 0.500 -3.358 5.891
H -0.069 -1.720 6.178
C -0.855 3.782 1.790
C -1.873 3.988 0.689
O -2.280 2.934 0.140
O -2.296 5.162 0.397
H -0.547 2.745 1.925
H -1.308 4.082 2.735
H 0.094 4.302 1.654
C -6.357 -0.484 1.914
C -5.191 -1.403 1.536
O -4.291 -1.615 2.297
O -5.329 -1.985 0.456
H -6.650 0.096 1.040
H -6.126 0.108 2.799
H -7.179 -1.056 2.346
C -2.369 -7.438 -0.890
C -2.113 -6.110 -0.156
O -1.832 -5.199 -0.901
O -2.136 -6.027 1.112
H -1.928 -8.227 -0.281
H -1.921 -7.575 -1.874
H -3.435 -7.620 -1.027
```

No. 2
Below is a 13-piece molecular cluster, C74H170O34 overall, with properties calculated with ωB97M-V/def2-TZVPD.

## Properties
**M**: 1604.1 g/mol

Geometry as XYZ:
```
278
C74H170O34 ωB97M-V/def2-TZVPD
C -29.966 9.912 15.910
C -29.211 10.937 15.002
C -29.450 10.688 13.525
C -28.563 11.219 12.466
C -28.946 11.197 11.009
C -29.959 12.314 10.685
H -31.035 10.122 15.938
H -29.520 9.915 16.904
H -29.789 8.933 15.463
H -29.464 11.952 15.305
H -28.132 10.817 15.104
H -30.439 11.041 13.234
H -29.421 9.614 13.339
H -28.254 12.239 12.691
H -27.557 10.820 12.593
H -28.023 11.281 10.436
H -29.316 10.178 10.896
H -29.748 13.378 10.799
H -30.236 12.237 9.633
H -30.919 12.165 11.179
C -29.771 21.727 8.537
O -29.821 21.242 9.866
C -29.576 22.344 10.781
C -29.303 21.731 12.129
O -27.922 21.329 12.219
C -27.505 21.215 13.588
C -25.959 20.872 13.718
O -25.552 19.720 12.991
C -24.636 18.909 13.670
H -30.554 22.465 8.361
H -30.025 20.874 7.908
H -28.733 21.917 8.263
H -30.453 22.981 10.895
H -28.815 23.033 10.415
H -29.981 20.939 12.451
H -29.546 22.477 12.886
H -28.097 20.455 14.097
H -27.745 22.119 14.148
H -25.792 20.812 14.794
H -25.345 21.648 13.260
H -23.773 19.389 14.132
H -24.230 18.263 12.892
H -25.160 18.315 14.419
C -20.067 9.611 21.485
O -20.679 8.516 22.144
C -21.347 8.728 23.354
C -22.416 9.917 23.273
O -21.910 11.208 23.430
C -21.895 11.640 24.745
C -21.262 12.983 24.963
O -22.067 14.046 24.449
C -23.056 14.585 25.320
H -19.682 9.212 20.547
H -19.217 10.071 21.989
H -20.677 10.407 21.059
H -20.718 8.954 24.216
H -21.938 7.861 23.648
H -23.371 9.807 23.787
H -22.694 9.929 22.219
H -21.375 10.930 25.389
H -22.891 11.700 25.183
H -20.399 13.072 24.303
H -20.763 13.113 25.923
H -22.668 15.471 25.822
H -23.477 13.816 25.967
H -23.880 14.943 24.701
C -23.123 31.674 20.168
O -23.940 30.465 20.325
C -25.282 30.864 20.872
C -26.213 29.712 20.697
O -25.943 28.487 21.328
C -26.199 28.273 22.746
C -26.074 26.894 23.149
O -26.891 25.975 22.374
C -26.668 24.616 22.413
H -22.729 32.236 21.015
H -23.510 32.444 19.500
H -22.170 31.522 19.661
H -25.753 31.727 20.401
H -25.029 31.133 21.897
H -26.220 29.617 19.611
H -27.208 30.044 20.993
H -27.227 28.555 22.976
H -25.618 28.893 23.429
H -26.488 26.794 24.152
H -25.010 26.661 23.110
H -27.083 24.146 21.521
H -27.148 24.457 23.379
H -25.673 24.257 22.674
C -17.893 17.171 15.388
O -18.129 18.564 15.714
C -18.261 18.825 17.065
C -17.000 18.551 17.923
O -16.959 17.276 18.653
C -17.870 17.089 19.767
C -18.703 15.840 19.820
O -19.766 15.735 18.787
C -20.640 14.719 18.950
H -18.824 16.734 15.025
H -17.669 16.466 16.188
H -17.256 17.118 14.505
H -19.126 18.372 17.549
H -18.551 19.875 17.021
H -16.737 19.429 18.513
H -16.084 18.450 17.341
H -18.439 18.018 19.732
H -17.325 17.308 20.685
H -18.953 15.555 20.842
H -18.042 15.013 19.561
H -21.094 14.606 19.934
H -20.015 13.859 18.712
H -21.432 14.769 18.202
C -26.037 14.440 19.825
O -25.822 15.478 20.734
C -25.474 16.583 20.016
C -24.700 17.548 20.954
O -24.129 18.547 20.130
C -23.244 19.330 20.980
C -22.488 20.435 20.183
O -21.338 20.684 20.927
C -20.711 21.934 20.585
H -25.197 14.227 19.164
H -26.959 14.532 19.249
H -26.251 13.522 20.373
H -26.368 17.141 19.740
H -24.876 16.304 19.148
H -23.907 16.957 21.414
H -25.346 17.984 21.716
H -22.478 18.758 21.505
H -23.773 19.627 21.885
H -23.040 21.352 19.975
H -22.035 20.069 19.262
H -20.210 21.707 19.644
H -19.859 22.156 21.229
H -21.326 22.814 20.397
C -19.138 27.294 14.523
O -19.815 26.175 15.124
C -20.652 25.521 14.208
C -21.291 24.287 14.899
O -22.614 24.552 15.507
C -22.749 25.795 16.172
C -24.036 25.702 16.953
O -25.143 25.744 16.005
C -26.470 25.765 16.751
H -18.698 27.929 15.292
H -19.930 27.844 14.013
H -18.505 26.959 13.701
H -20.051 25.141 13.382
H -21.358 26.183 13.706
H -20.620 24.017 15.714
H -21.314 23.421 14.237
H -22.809 26.721 15.598
H -21.941 25.905 16.895
H -24.033 26.401 17.789
H -23.958 24.720 17.421
H -26.616 24.860 17.339
H -27.343 25.710 16.101
H -26.596 26.587 17.455
C -33.315 3.476 24.970
O -34.560 4.221 24.942
C -34.682 5.125 23.796
C -33.985 6.490 24.075
O -32.584 6.528 23.673
C -32.070 7.902 23.974
C -30.617 7.934 23.370
O -30.000 9.252 23.160
C -29.608 9.913 24.450
H -33.350 2.576 24.356
H -33.107 3.156 25.991
H -32.481 4.056 24.573
H -35.756 5.309 23.754
H -34.558 4.568 22.867
H -33.958 6.557 25.163
H -34.561 7.337 23.705
H -32.037 7.985 25.061
H -32.697 8.760 23.731
H -30.521 7.400 22.425
H -29.915 7.434 24.037
H -30.512 10.265 24.947
H -29.176 10.897 24.268
H -29.034 9.257 25.105
C -38.411 14.588 19.470
O -37.942 14.956 20.746
C -36.785 15.661 20.677
C -36.180 16.019 22.016
O -34.874 16.503 22.000
C -34.379 16.683 23.308
C -33.065 17.281 23.265
O -32.046 16.355 23.103
C -31.803 16.045 21.683
H -39.227 13.870 19.394
H -37.669 14.167 18.792
H -38.881 15.400 18.916
H -36.777 16.598 20.120
H -35.995 15.088 20.192
H -36.280 15.125 22.633
H -36.794 16.779 22.499
H -34.271 15.698 23.761
H -35.021 17.254 23.979
H -32.861 17.774 24.216
H -33.015 18.081 22.526
H -32.549 15.433 21.177
H -30.961 15.353 21.714
H -31.637 16.860 20.979
C -25.925 1.935 20.173
O -27.081 2.629 19.733
C -27.022 4.049 19.871
C -25.962 4.677 18.992
O -26.052 6.112 19.031
C -25.798 6.977 17.944
C -24.360 7.007 17.333
O -24.199 6.169 16.153
C -22.927 6.103 15.577
H -25.018 2.104 19.592
H -26.206 0.884 20.102
H -25.732 2.091 21.235
H -26.858 4.377 20.897
H -28.000 4.359 19.500
H -26.109 4.375 17.956
H -24.917 4.448 19.202
H -25.923 7.953 18.412
H -26.566 6.844 17.182
H -23.609 6.968 18.123
H -24.115 7.987 16.925
H -22.689 7.134 15.314
H -22.863 5.541 14.645
H -22.185 5.792 16.312
C -23.527 12.916 13.272
O -23.994 13.619 12.117
C -23.351 13.144 10.974
C -22.037 13.996 10.698
O -21.093 13.157 10.074
C -19.871 13.735 9.708
C -20.000 14.531 8.463
O -20.631 14.031 7.345
C -22.079 14.091 7.219
H -23.266 11.884 13.039
H -24.387 12.765 13.925
H -22.805 13.465 13.878
H -24.094 13.460 10.243
H -23.272 12.077 10.762
H -21.564 14.275 11.640
H -22.296 14.829 10.044
H -19.188 12.916 9.482
H -19.320 14.225 10.511
H -18.967 14.657 8.136
H -20.268 15.555 8.723
H -22.145 14.150 6.132
H -22.426 15.025 7.660
H -22.683 13.288 7.640
O -15.894 22.622 26.343
C -14.814 22.700 25.756
O -13.637 22.076 25.999
C -13.663 21.063 27.036
C -12.228 21.214 27.655
C -14.625 23.637 24.599
H -13.796 20.107 26.529
H -14.455 21.089 27.784
H -12.015 22.105 28.245
H -11.449 21.032 26.914
H -12.183 20.299 28.245
H -14.227 23.185 23.690
H -14.049 24.533 24.829
H -15.606 23.953 24.243
O -16.543 28.367 18.847
C -16.924 27.269 19.299
O -17.898 27.045 20.207
C -18.763 28.112 20.473
C -19.384 27.915 21.865
C -16.095 26.009 19.046
H -19.558 28.127 19.727
H -18.277 29.087 20.517
H -18.547 27.634 22.503
H -20.232 27.230 21.891
H -19.756 28.805 22.372
H -16.684 25.199 19.479
H -15.121 26.083 19.530
H -15.913 25.853 17.983
```

Number 1: F_max 4.77 eV Å⁻¹, orbital gap 1.20 eV, E -5044.3163 a.u.. Number 2: F_max 4.79 eV Å⁻¹, orbital gap 9.41 eV, E -5478.6315 a.u..